Molecular formula: C32H52N2O2PtSe
Method: DFT, wB97M-V/def2-TZVPD

For the energy above the lowest of the compared OMol25 structures with the same formula, charge and spin, the calculation gives 42.0 kcal per mole. The calculation puts the HOMO-LUMO gap (alpha / beta) at 6.9280 / 6.9297 eV. The HOMO energy (alpha / beta) is -0.2705 / -0.2704 Ha.

Each line ends with the Löwdin charge.
CARTESIAN COORDINATES (ANGSTROEM)
Pt1 0.21655 0.82894 1.79169  0.968
C1 0.52593 -3.96349 -3.51288  -0.067
C2 1.89830 -3.38067 -3.17660  -0.559
C3 2.87378 -4.54263 -2.94642  -0.046
C4 2.37510 -2.54808 -4.37445  -0.045
C5 1.84987 -2.49924 -1.93090  -0.172
C6 0.69212 -2.24580 -1.21954  -0.068
C7 0.72654 -1.42098 -0.10250  -0.410
Se1 -0.92249 -1.12682 0.85537  1.162
C8 -1.94469 0.19019 -0.12732  -0.407
C9 -2.58522 -0.21411 -1.28926  -0.065
C10 -3.32749 0.69329 -2.02377  -0.170
C11 -3.38284 1.99553 -1.52729  0.010
C12 -2.77308 2.43870 -0.35984  -0.080
C13 -2.05456 1.48938 0.40521  -0.367
O1 -1.52322 1.81090 1.59275  -0.323
C14 -2.93994 3.93112 -0.01360  -0.530
C15 -2.45313 4.77495 -1.20372  -0.049
C16 -4.42887 4.21782 0.23376  -0.045
C17 -2.16631 4.42106 1.21511  -0.067
C18 -4.05094 0.33518 -3.32003  -0.559
C19 -3.87196 -1.13934 -3.68078  -0.067
C20 -3.49126 1.18374 -4.46979  -0.045
C21 -5.55129 0.61711 -3.16488  -0.046
C22 1.91200 -0.85853 0.40778  -0.362
O2 1.93678 -0.17432 1.55621  -0.321
C23 3.09771 -1.07561 -0.33627  -0.079
C24 3.01290 -1.88876 -1.45857  0.010
C25 4.48422 -0.48803 -0.00788  -0.529
C26 4.53248 0.48822 1.17262  -0.066
C27 5.44758 -1.64216 0.30902  -0.046
C28 5.00145 0.27978 -1.23602  -0.050
H1 0.60316 -4.59052 -4.40298  0.085
H2 0.14092 -4.58357 -2.70072  0.087
H3 -0.20410 -3.17871 -3.72307  0.079
H4 2.91820 -5.18254 -3.83080  0.084
H5 3.88318 -4.18335 -2.74140  0.076
H6 2.55600 -5.15130 -2.09776  0.090
H7 2.40961 -3.16400 -5.27625  0.084
H8 1.69856 -1.71059 -4.55549  0.090
H9 3.37367 -2.14139 -4.20791  0.077
H10 -0.25415 -2.67826 -1.51712  0.090
H11 -2.48519 -1.24348 -1.60736  0.090
H12 -3.94401 2.72343 -2.10069  0.100
H13 -2.99736 4.56087 -2.12331  0.071
H14 -2.58443 5.83606 -0.98012  0.084
H15 -1.39286 4.59511 -1.39189  0.092
H16 -5.04081 3.97616 -0.63662  0.075
H17 -4.79768 3.63024 1.07673  0.091
H18 -4.57342 5.27573 0.46542  0.084
H19 -1.09373 4.26211 1.10993  0.083
H20 -2.34467 5.49540 1.31429  0.083
H21 -2.48809 3.92858 2.12887  0.078
H22 -2.82083 -1.39005 -3.83964  0.080
H23 -4.26927 -1.79597 -2.90406  0.087
H24 -4.40760 -1.35650 -4.60668  0.085
H25 -2.42191 1.00420 -4.59642  0.091
H26 -3.99544 0.93448 -5.40650  0.084
H27 -3.63222 2.25003 -4.28697  0.076
H28 -5.97366 0.02419 -2.35140  0.091
H29 -5.74026 1.66885 -2.94552  0.076
H30 -6.08282 0.36520 -4.08553  0.084
H31 3.92656 -2.06244 -2.01439  0.100
H32 4.24303 0.01982 2.10958  0.080
H33 5.56075 0.84958 1.26334  0.082
H34 3.88211 1.34769 1.01555  0.083
H35 5.10156 -2.20166 1.18029  0.091
H36 5.53717 -2.34054 -0.52453  0.075
H37 6.44296 -1.24909 0.52907  0.084
H38 4.33612 1.11175 -1.47492  0.092
H39 5.99308 0.68630 -1.02484  0.084
H40 5.08307 -0.34891 -2.12268  0.071
C29 1.87483 -1.51099 6.27680  -0.046
C30 0.85670 -0.41682 5.97632  -0.640
C31 -0.56186 -0.94590 6.21141  -0.044
C32 1.12270 0.79765 6.85884  -0.050
N1 1.09181 -0.05144 4.56537  -0.064
N2 0.27382 0.99820 4.06679  -0.069
H41 1.80622 -1.82049 7.32026  0.086
H42 2.88430 -1.15185 6.07810  0.087
H43 1.69708 -2.39047 5.65341  0.085
H44 -0.69290 -1.25294 7.25008  0.087
H45 -0.75988 -1.81224 5.57635  0.086
H46 -1.32244 -0.18839 6.00615  0.072
H47 1.10576 0.50414 7.90871  0.087
H48 0.36576 1.57355 6.72719  0.075
H49 2.10296 1.22246 6.63609  0.089
H50 0.93353 -0.85211 3.96206  0.096
H51 0.65823 1.87820 4.38792  0.094
H52 -0.69781 0.93924 4.36547  0.088

Molecular formula: C32H52NO19S2
Method: DFT, wB97M-V/def2-TZVPD

The calculation puts the HOMO-LUMO gap at 7.1538 eV. The net charge is -1. The HOMO energy is -0.2112 Ha.

Each line ends with the Löwdin charge.
CARTESIAN COORDINATES (ANGSTROEM)
C1 0.89688 -4.52018 5.03781  -0.114
C2 0.40018 -3.74459 3.74685  -0.188
C3 -1.01635 -3.15542 4.08378  -0.233
O1 -1.94706 -3.37361 3.03617  -0.176
C4 -2.75892 -4.48702 3.25592  -0.257
S1 -3.98774 -4.31987 4.62152  0.586
O2 -3.67585 -5.43773 5.57674  -0.420
O3 -5.32540 -4.57053 4.02790  -0.385
N1 -3.81401 -2.90746 5.50200  -0.368
S2 -4.31698 -1.54429 4.67852  0.595
O4 -3.29505 -1.00336 3.73472  -0.431
O5 -5.65451 -1.61588 4.04456  -0.421
H1 0.10855 -5.20987 5.39016  0.068
H2 1.80302 -5.11769 4.84957  0.057
H3 1.12738 -3.76506 5.81428  0.076
H4 0.29019 -4.42167 2.89741  0.077
H5 1.15207 -2.95979 3.56573  0.084
H6 -0.96230 -2.06185 4.23674  0.113
H7 -1.31572 -3.58061 5.05619  0.099
H8 -3.33527 -4.65561 2.33026  0.113
H9 -2.18665 -5.42224 3.42580  0.107
H10 -4.42871 -0.59532 5.68178  0.063
O6 -0.72568 2.89477 4.57763  0.110
C5 -1.05442 2.60808 3.46198  -0.481
O7 -1.35674 3.53868 2.51588  0.018
C6 -1.81442 2.87921 1.32475  -0.162
C7 -1.25443 1.47389 1.40702  -0.147
C8 -1.23936 1.21936 2.90470  -0.071
H11 -2.90776 2.89083 1.31868  0.128
H12 -1.45237 3.41964 0.44908  0.106
H13 -1.83599 0.74424 0.84432  0.126
H14 -0.23156 1.45779 1.02038  0.103
H15 -2.18972 0.81498 3.26180  0.102
H16 -0.41804 0.56990 3.19658  0.122
O8 3.43244 -3.64676 2.29178  0.115
C9 3.03635 -3.93202 1.19749  -0.480
O9 2.60016 -3.02110 0.29105  0.005
C10 2.09658 -3.69998 -0.87100  -0.145
C11 2.75494 -5.06646 -0.84950  -0.157
C12 2.90406 -5.32674 0.64262  -0.072
H17 1.00856 -3.76104 -0.79240  0.134
H18 2.35395 -3.13100 -1.76305  0.127
H19 2.18034 -5.82782 -1.37629  0.115
H20 3.74313 -5.00997 -1.31358  0.116
H21 2.01304 -5.79169 1.06943  0.117
H22 3.78710 -5.91961 0.86770  0.128
O10 -0.43970 -0.35004 -2.03968  0.118
C13 -0.10183 0.78078 -2.23368  -0.492
O11 0.90313 1.39713 -1.55765  0.005
C14 0.97491 2.77966 -1.95658  -0.153
C15 0.31117 2.83842 -3.31466  -0.170
C16 -0.73705 1.74212 -3.20941  -0.073
H23 0.45064 3.38436 -1.21104  0.119
H24 2.01570 3.09320 -1.99365  0.128
H25 -0.09531 3.81266 -3.55015  0.088
H26 1.03390 2.57967 -4.09172  0.126
H27 -1.67185 2.11092 -2.78194  0.131
H28 -0.92017 1.25974 -4.16655  0.123
O12 1.31816 5.51002 -3.37428  0.115
C17 0.81372 6.53566 -3.73153  -0.473
O13 0.11974 6.65824 -4.88743  0.029
C18 -0.26364 8.03344 -5.08122  -0.157
C19 -0.23328 8.65103 -3.69722  -0.151
C20 0.87981 7.86472 -3.01957  -0.072
H29 0.45296 8.50163 -5.76159  0.132
H30 -1.25123 8.07777 -5.52872  0.095
H31 -0.07011 9.72762 -3.71071  0.119
H32 -1.17987 8.46137 -3.18623  0.122
H33 1.86100 8.30970 -3.19536  0.133
H34 0.70400 7.74292 -1.95358  0.129
O14 4.97115 1.07714 -0.33451  0.104
C21 4.50938 0.73741 0.71836  -0.484
O15 5.19833 0.79624 1.88482  0.023
C22 4.41030 0.21582 2.94041  -0.153
C23 2.97693 0.29615 2.45731  -0.149
C24 3.13897 0.15310 0.95220  -0.064
H35 4.73870 -0.81535 3.09298  0.124
H36 4.56847 0.77627 3.86103  0.122
H37 2.32936 -0.45681 2.90566  0.112
H38 2.56055 1.27971 2.69069  0.118
H39 3.14344 -0.89282 0.64514  0.111
H40 2.37870 0.70908 0.40738  0.108
O16 -2.41571 9.33798 -7.04672  0.112
C25 -2.78688 8.66351 -7.96332  -0.483
O17 -3.82545 9.00087 -8.76353  0.034
C26 -4.08655 7.93623 -9.69287  -0.157
C27 -2.79074 7.15302 -9.77560  -0.158
C28 -2.22488 7.32390 -8.37430  -0.080
H41 -4.91293 7.33377 -9.30718  0.128
H42 -4.37750 8.35746 -10.65368  0.125
H43 -2.93352 6.11460 -10.07165  0.118
H44 -2.12105 7.62003 -10.50132  0.120
H45 -2.59525 6.56020 -7.68751  0.138
H46 -1.13773 7.34091 -8.37172  0.128
O18 0.68454 -6.47699 3.22609  0.096
C29 0.96326 -7.62737 3.38842  -0.457
O19 2.10441 -8.19572 2.91778  0.024
C30 2.08552 -9.60623 3.18602  -0.164
C31 1.11304 -9.78077 4.33701  -0.160
C32 0.11506 -8.66009 4.08683  -0.062
H47 1.75776 -10.12740 2.28215  0.125
H48 3.09090 -9.94003 3.43913  0.122
H49 0.66397 -10.77277 4.37423  0.115
H50 1.62729 -9.60901 5.28532  0.120
H51 -0.68831 -8.96881 3.41552  0.137
H52 -0.29616 -8.26352 5.01213  0.134